## w
{"formula": "C2H3N3OS", "method": "ωB97M-V/def2-TZVPD", "lumo_energy_ev": -1.800, "smiles": "N[C@H]1ON=NC1=S", "homo_lumo_gap_ha": 0.2823, "spin_multiplicity": 1, "symbols": ["N", "C", "O", "N", "N", "C", "S", "H", "H", "H"], "coordinates": [[0.0156, 0.3684, 0.4101], [-0.7693, -0.3550, -0.5418], [-0.6414, -1.7722, -0.2680], [-1.8682, -2.1814, 0.2071], [-2.6747, -1.2349, 0.3253], [-2.1676, -0.0636, -0.1670], [-2.9019, 1.4130, -0.0172], [-0.2670, -0.2086, 1.2245], [0.9878, 0.4800, 0.4514], [-0.4790, 0.0065, -1.5991]], "lowdin_charge": [0.07, -0.43, -0.06, 0.08, 0.02, -0.80, 0.75, 0.11, 0.07, 0.19]}

## x
{"formula": "C2H3N3OS", "method": "ωB97M-V/def2-TZVPD", "lumo_energy_ev": [-1.166, -0.826], "homo_lumo_gap_ha": [0.2614, 0.2728], "spin_multiplicity": 1, "symbols": ["C", "C", "N", "N", "N", "O", "S", "H", "H", "H"], "coordinates": [[-2.1212, -1.0158, -0.0775], [0.1669, 0.0772, 0.4279], [-1.7800, 1.2542, 0.1095], [-2.5734, 0.3182, -0.0034], [1.3160, 0.6025, 0.0981], [-3.8182, 0.4006, -0.0028], [-0.4894, -1.4088, 0.1003], [-2.8534, -1.7908, 0.0730], [1.5604, 1.4953, 0.4970], [1.9315, 0.2369, -0.6171]], "lowdin_charge": [-0.40, -0.50, 0.18, -0.54, 0.04, -0.08, 1.01, 0.07, 0.11, 0.11]}

Question: of the structures shown, which is the most stable? Reply: w.